# 1
ORCA calculation (the ωB97M-V functional and the def2-TZVPD basis) on a cluster of 9 separate species, C27H81O36P9 in total at a distorted geometry.

Each line ends with the Mulliken charge.
CARTESIAN COORDINATES (ANGSTROEM)
C: 2.032844 -1.548932 12.252669  -0.709
O: 3.222191 -2.269398 11.763646  -0.175
P: 4.045363 -1.617381 10.560445  0.673
O: 4.269364 -0.229966 10.698248  -0.771
O: 5.323681 -2.506823 10.476004  0.070
C: 6.298126 -2.414069 11.548257  -0.583
O: 3.214271 -1.974783 9.280108  -0.395
C: 3.224568 -3.347696 8.735998  -0.315
H: 2.268386 -0.900557 13.097775  0.253
H: 1.301797 -2.270236 12.646027  0.248
H: 1.514962 -1.009313 11.455581  0.342
H: 6.320010 -3.332507 12.118696  0.175
H: 6.161546 -1.508222 12.130823  0.474
H: 7.260499 -2.300212 11.041938  0.230
H: 2.168317 -3.621694 8.684903  0.261
H: 3.761710 -4.068423 9.348144  -0.028
H: 3.671505 -3.286334 7.745072  0.305
C: 7.782852 -9.056402 6.981494  -0.903
O: 9.059047 -9.010481 7.656663  0.411
P: 10.427575 -8.864937 6.895821  0.180
O: 10.317474 -8.725250 5.461179  -0.753
O: 11.264097 -10.090051 7.359619  -0.281
C: 11.117555 -10.737299 8.627302  -0.280
O: 11.039603 -7.648914 7.683035  -0.015
C: 12.268308 -7.039969 7.161970  -0.774
H: 7.459282 -10.090034 6.864486  0.313
H: 7.826832 -8.537423 6.020031  0.439
H: 7.025256 -8.516039 7.558215  0.226
H: 11.218239 -10.025114 9.452870  0.127
H: 11.909675 -11.467340 8.708773  0.357
H: 10.126994 -11.179318 8.645545  0.091
H: 12.619196 -7.580652 6.287897  0.366
H: 12.982045 -7.024443 7.972310  0.255
H: 11.983979 -6.037423 6.856778  0.245
C: 14.536257 -1.825661 16.749850  -0.286
O: 14.002075 -2.827414 17.524683  -0.428
P: 13.775204 -4.321310 17.050359  0.433
O: 13.340376 -5.136661 18.173287  -0.756
O: 15.153666 -4.732319 16.412959  0.074
C: 16.248842 -5.164307 17.195028  -0.982
O: 12.879245 -4.182924 15.788981  0.582
C: 11.498941 -4.408172 15.941858  -0.808
H: 13.846212 -1.026485 16.477521  0.381
H: 14.802342 -2.240378 15.766193  -0.214
H: 15.460185 -1.439450 17.170235  0.290
H: 16.963529 -4.375217 17.408381  0.265
H: 16.678545 -6.028723 16.699455  0.257
H: 15.878757 -5.525294 18.167329  0.367
H: 11.256772 -4.882978 16.888486  0.427
H: 11.364259 -5.224826 15.226870  0.093
H: 10.902495 -3.559265 15.655155  0.301
C: 15.893385 -2.412863 13.250705  -0.842
O: 15.448898 -1.148831 13.578471  0.419
P: 16.525879 -0.011746 13.674927  0.696
O: 17.200373 0.300944 12.448897  -0.804
O: 15.701496 1.157650 14.299483  -0.216
C: 16.130374 2.481335 14.259872  -0.689
O: 17.385363 -0.588057 14.873959  -0.290
C: 18.261224 0.191260 15.639927  -0.711
H: 15.100427 -2.930759 12.709291  0.176
H: 16.132248 -3.037094 14.118209  0.241
H: 16.775346 -2.408913 12.604419  0.427
H: 15.675044 3.048139 13.451231  0.180
H: 17.202886 2.602618 14.358325  0.287
H: 15.717248 2.967024 15.161482  0.304
H: 17.835131 0.313205 16.629654  0.257
H: 18.426828 1.170547 15.190174  0.284
H: 19.231163 -0.292081 15.683125  0.293
C: 10.896397 -10.201549 15.706194  -0.799
O: 12.194639 -9.776408 16.135950  -0.397
P: 12.449159 -8.223514 16.074452  0.803
O: 11.483756 -7.442547 16.806461  -0.697
O: 13.923567 -8.025138 16.518683  0.026
C: 14.910119 -9.074467 16.364348  -0.758
O: 12.466344 -7.929941 14.542989  -0.079
C: 13.359080 -7.083486 13.890012  0.013
H: 10.106634 -9.790138 16.325280  0.356
H: 10.926999 -11.286250 15.689247  0.365
H: 10.704319 -9.900784 14.666712  0.168
H: 15.270308 -9.081436 15.312320  0.320
H: 14.491591 -10.072559 16.495331  0.310
H: 15.770854 -8.883850 16.988810  0.252
H: 13.839379 -7.574730 13.060232  0.371
H: 14.011305 -6.627162 14.641315  0.142
H: 12.776450 -6.223665 13.529323  -0.410
C: 7.160249 -11.046101 13.954918  0.351
O: 7.326602 -12.291009 13.227309  -0.279
P: 6.442271 -12.482826 11.941297  0.545
O: 6.617846 -13.737123 11.257614  -0.814
O: 4.977236 -12.145204 12.368705  0.146
C: 4.164173 -13.087696 13.063772  -0.937
O: 6.725056 -11.218755 11.011378  0.084
C: 8.029556 -11.229945 10.332057  -0.757
H: 6.191527 -10.987524 14.435521  0.215
H: 7.218784 -10.204686 13.239100  -0.394
H: 8.006491 -10.840516 14.602822  0.082
H: 3.200423 -13.125462 12.550079  0.295
H: 3.948743 -12.779805 14.091894  0.337
H: 4.514449 -14.121159 13.117825  0.396
H: 8.223749 -12.191787 9.856677  0.508
H: 8.839172 -10.905574 11.002604  0.337
H: 8.012602 -10.492149 9.522392  0.000
C: 6.245286 -8.137148 11.542539  -0.290
O: 4.992350 -8.822065 11.408466  -0.107
P: 3.764473 -8.308675 12.284932  0.822
O: 3.938616 -8.497819 13.700464  -0.790
O: 3.611510 -6.821222 11.803156  -0.046
C: 2.724092 -6.375721 10.855082  -0.486
O: 2.552647 -9.080450 11.634631  -0.434
C: 2.305929 -10.410852 12.236458  -0.711
H: 6.825726 -8.273919 10.625355  -0.119
H: 6.877450 -8.499241 12.370585  -0.087
H: 6.187103 -7.060257 11.756854  0.548
H: 2.524941 -5.302580 10.946476  0.077
H: 1.735812 -6.806687 10.991849  0.314
H: 3.146318 -6.509136 9.860405  0.280
H: 1.224169 -10.549613 12.285596  0.298
H: 2.753098 -10.438677 13.227033  0.411
H: 2.700549 -11.208885 11.610919  0.136
C: 11.462668 -3.503581 12.258884  -0.966
O: 10.825898 -4.779579 12.266124  0.159
P: 9.290191 -4.941467 12.003259  0.781
O: 8.357228 -4.017822 12.602277  -0.904
O: 9.119308 -6.431421 12.476630  -0.149
C: 9.864055 -7.538924 11.926413  0.283
O: 9.261995 -5.005411 10.422025  -0.200
C: 8.032089 -5.098300 9.784507  -0.358
H: 10.769527 -2.737175 12.592979  0.472
H: 11.838060 -3.283264 11.259189  0.377
H: 12.312270 -3.625062 12.925908  0.151
H: 9.237819 -8.408696 11.683407  -0.362
H: 10.505785 -7.903419 12.742861  -0.044
H: 10.429027 -7.312790 11.030301  0.354
H: 7.166203 -4.841575 10.401786  0.089
H: 7.866500 -6.083674 9.343981  -0.023
H: 8.016045 -4.378849 8.959944  0.333
C: 14.951148 2.550958 9.417725  -0.712
O: 14.082527 2.626892 10.544915  -0.181
P: 12.579813 2.269722 10.441276  0.971
O: 11.800586 2.934391 9.424705  -0.758
O: 12.549025 0.684240 10.309739  -0.371
C: 13.286539 -0.136785 11.173518  -0.225
O: 12.164171 2.508790 11.938030  -0.245
C: 10.739385 2.496229 12.377962  -0.664
H: 15.744132 1.878699 9.717080  0.207
H: 15.358013 3.546675 9.272472  0.255
H: 14.390062 2.259567 8.538213  0.385
H: 12.707667 -1.005254 11.482322  -0.071
H: 13.596622 0.368617 12.094552  0.263
H: 14.209723 -0.448298 10.678138  0.340
H: 10.182300 1.648239 11.936291  0.297
H: 10.291914 3.458178 12.140989  0.272
H: 10.724602 2.207207 13.434153  0.257

Forces on the atoms, in the same order (eV/Å):
0.0 -0.7 0.0
-1.0 0.3 0.7
-1.0 -2.5 0.3
0.4 3.8 0.4
0.2 -0.7 0.2
0.6 0.3 -0.9
0.3 -1.4 -0.9
-0.6 1.1 0.2
0.4 0.1 -0.4
0.5 -0.2 -0.3
0.4 0.1 0.0
-0.3 0.1 0.2
-0.3 -0.1 0.3
-0.1 -0.1 0.2
0.2 -0.2 -0.2
0.1 0.3 0.2
-0.1 -0.1 0.1
-0.1 0.5 -0.2
-1.1 -0.1 0.4
-0.7 0.5 0.4
0.2 0.1 -1.0
0.8 -1.0 0.1
-0.2 0.6 -0.1
0.7 0.6 0.1
-1.2 -0.1 0.0
0.1 0.0 -0.1
0.3 -0.4 0.0
0.4 -0.2 0.3
0.0 0.0 -0.1
0.0 -0.2 -0.1
0.1 -0.3 0.2
0.2 -0.1 0.0
0.2 0.0 0.0
0.2 0.1 0.0
0.9 0.3 -2.5
-0.7 -0.3 1.6
0.8 0.6 1.5
-0.2 -0.2 0.0
0.1 0.1 -1.2
-0.5 -0.8 1.3
1.0 0.5 -0.4
-0.9 -2.1 -1.0
-0.2 0.1 0.7
0.2 0.2 0.1
-0.1 0.2 0.3
0.1 0.2 -0.4
0.3 0.2 -0.2
0.1 0.1 -0.2
-0.1 0.5 0.3
-0.9 0.2 -0.1
0.0 0.5 0.2
0.4 -2.3 -0.7
-0.9 1.2 0.4
-0.6 -0.5 1.3
1.3 0.5 -1.6
-0.8 -0.8 0.2
-0.6 2.0 1.2
-0.2 -0.7 -0.4
0.5 0.7 0.0
-0.1 0.1 0.0
-0.1 0.3 0.2
0.0 0.2 0.0
0.4 -0.3 -0.5
0.2 0.0 -0.6
0.1 -0.3 -0.2
0.1 0.1 0.2
0.0 0.0 0.1
0.0 -0.2 0.2
0.0 -0.3 -0.8
0.0 -0.4 -0.1
-0.3 0.0 0.4
-0.8 0.7 0.5
1.5 -0.9 0.9
0.0 0.0 -1.7
-0.7 -1.1 -1.1
-0.3 2.1 0.4
0.0 -0.1 0.3
-0.2 -0.1 0.4
0.2 0.2 0.2
-0.1 0.2 0.5
-0.1 0.2 0.5
-0.2 0.2 0.4
0.4 -0.2 -0.1
0.6 -0.3 -0.5
0.1 -0.2 -0.3
0.3 0.9 -1.2
0.4 0.4 0.9
-0.1 1.0 -0.7
0.5 -1.6 -0.2
-0.6 0.1 0.5
-1.1 -0.4 0.3
1.2 0.1 -0.3
-0.6 0.6 -0.1
0.0 -0.2 0.3
-0.3 -0.5 0.2
-0.1 -0.8 0.4
0.1 0.0 0.0
0.4 0.3 -0.1
0.6 0.3 -0.4
0.0 -0.1 0.4
-0.3 -0.4 0.1
-0.4 0.0 0.3
0.9 0.2 0.3
0.6 0.4 0.0
0.5 -0.2 -1.6
0.2 0.1 1.6
0.6 0.0 1.5
-1.3 1.2 -1.2
-0.2 -1.1 0.4
-0.5 0.5 -0.4
-0.3 -0.1 0.0
-0.6 -0.3 -0.2
-0.6 -0.2 -0.3
0.5 0.0 0.4
0.0 -0.5 -0.4
-0.3 -0.4 -0.2
0.1 0.3 0.1
-0.1 -0.1 0.0
0.3 0.4 -0.2
0.3 -0.2 -0.1
0.3 0.2 0.1
0.9 -1.5 -0.4
-0.3 0.6 0.7
-0.6 -0.9 -0.3
0.2 -0.6 1.0
0.9 0.1 0.4
-1.6 0.4 -1.5
0.1 0.2 0.1
-0.1 0.1 -0.1
0.0 0.4 0.2
-0.5 0.6 0.1
0.2 0.3 -0.4
0.1 0.4 0.0
0.2 -0.1 0.3
0.2 -0.1 0.2
0.1 -0.1 0.0
0.0 0.4 0.3
0.8 0.5 0.8
-0.7 -0.8 0.8
-0.6 0.3 -0.9
-0.7 0.0 -0.8
1.0 -0.2 0.8
-1.3 0.3 1.2
0.9 -1.2 -0.5
0.2 -0.3 -0.4
0.1 0.1 -0.2
0.2 -0.3 -0.3
-0.2 0.0 -0.3
-0.2 0.1 -0.1
-0.1 -0.2 0.0
0.3 0.6 -0.5
0.0 -0.2 0.2
0.4 0.8 -0.1

Its energy above the lowest of the compared OMol25 structures with the same formula, charge and spin is 62.5 kcal per mole. Its total energy is -186641.2407 eV. As for the total charge: 0. The calculation puts the HOMO energy at -10.3671 eV. As for the SMILES: COP(=O)(OC)OC.COP(=O)(OC)OC.COP(=O)(OC)OC.COP(=O)(OC)OC.COP(=O)(OC)OC.COP(=O)(OC)OC.COP(=O)(OC)OC.COP(=O)(OC)OC.COP(=O)(OC)OC.

***

# 2
ORCA calculation (the ωB97M-V functional and the def2-TZVPD basis) on a structure of composition C10H17ClN6O6P2Pd at a distorted geometry.

Each line ends with the Mulliken charge.
CARTESIAN COORDINATES (ANGSTROEM)
Pd: -0.221869 -0.907093 -1.770510  0.630
N: -2.615223 1.933398 0.963100  -0.224
C: -2.514934 0.633118 0.118729  0.952
C: -3.838155 -0.060509 0.279987  -1.820
P: -2.088938 0.869927 -1.579189  1.137
O: -2.940337 2.150843 -1.975894  -0.578
O: -2.396044 -0.489815 -2.137233  -0.659
O: -0.610260 1.135764 -1.773264  -0.759
P: -1.175314 -0.383121 1.079239  0.810
O: -1.830339 -1.017275 2.390831  -0.535
O: -0.267784 0.689946 1.497374  -0.551
O: -0.865703 -1.523214 0.161972  -0.640
H: -3.115666 1.872369 1.794694  0.346
H: -3.011343 2.671122 0.415068  0.378
H: -1.634583 2.154232 1.173194  0.244
H: -4.683968 0.353901 -0.243012  0.457
H: -4.163829 -0.095386 1.332937  0.476
H: -3.780934 -1.087021 -0.033603  0.395
H: -2.513008 2.656202 -2.722348  0.392
H: -1.942868 -2.003208 2.389032  0.356
Cl: 4.135777 0.679680 -0.037078  -0.064
C: 3.460297 1.743473 1.057730  0.318
C: 3.428660 3.250589 0.985819  -0.134
C: 2.866928 4.250896 1.955598  -0.529
C: 2.170526 3.614012 2.894389  -0.188
C: 2.402538 2.126460 3.224577  -0.468
C: 2.712126 1.176832 2.199514  0.983
C: 2.843620 -0.350698 2.316070  -1.332
H: 3.857090 3.788577 0.144298  0.440
H: 2.920926 5.345783 1.837021  0.413
H: 1.183006 3.935695 3.227389  0.367
H: 2.154460 1.937318 4.240942  0.458
H: 2.048710 -0.810554 2.913719  0.284
H: 3.573110 -1.073446 2.126697  0.405
N: 1.839271 -4.810494 -4.664000  -0.603
N: 1.021395 -4.328552 -3.688085  1.125
N: 0.110893 -5.070749 -3.105236  -0.715
C: -0.551294 -4.178409 -2.398714  -0.311
N: -0.032688 -2.939620 -2.492602  0.043
N: 0.974602 -3.076583 -3.337947  -0.345
H: 2.820292 -4.594947 -4.425710  0.293
H: 1.699655 -5.799586 -4.617948  0.336
H: -1.428800 -4.369856 -1.717548  0.415

Forces on the atoms, in the same order (eV/Å):
-0.4 -1.4 -0.7
2.2 -0.2 -2.7
-0.8 -0.2 3.4
-1.2 -0.6 0.8
0.1 0.4 -0.4
0.7 0.2 -0.9
-0.2 -0.2 -0.7
0.6 1.1 0.3
-1.4 0.5 0.2
-0.3 -0.9 -0.3
1.0 0.8 0.2
0.9 -0.7 -0.6
-1.2 -0.7 2.0
-0.5 0.7 -0.6
0.2 0.1 0.3
-0.1 0.5 -0.5
0.4 0.1 -0.2
0.2 -0.4 -0.2
-0.7 -0.6 0.8
0.0 1.2 -0.2
0.2 0.8 -0.4
-2.6 2.7 2.5
0.8 1.0 0.8
2.0 -2.2 -2.6
-1.4 -3.5 1.0
-0.8 1.2 -2.8
3.3 -1.5 -0.1
-3.3 3.0 2.0
0.1 -0.7 -0.4
-0.2 -0.8 -0.5
0.6 0.7 0.9
-0.2 -0.9 0.5
0.1 0.4 -0.1
1.6 -0.1 -1.0
1.1 0.4 0.0
-0.8 1.4 1.3
-0.5 0.0 -0.1
-2.0 0.2 2.1
0.9 -1.3 -0.7
0.9 0.5 -0.9
-0.6 -0.1 -0.2
0.0 -0.8 -0.3
1.2 -0.1 -1.1

Its energy above the lowest of the compared OMol25 structures with the same formula, charge and spin is 0.0 kcal per mole. Its total energy is -66432.7740 eV. The expectation value of S² is 6.05. As for the total charge: +2. The multiplicity is 5. The calculation puts the HOMO energy (alpha / beta) at -14.4103 / -15.2915 eV.

***

# 3
ORCA calculation (the ωB97M-V functional and the def2-TZVPD basis) on an isolated molecule of C2H2N4OS at a distorted geometry.

Each line ends with the Mulliken charge.
CARTESIAN COORDINATES (ANGSTROEM)
O: -2.996050 -0.038625 -0.098344  -0.459
C: -1.694557 0.104942 -0.009485  0.655
N: -1.038334 -1.163821 0.040630  -0.203
N: 0.192221 -1.209177 0.087496  -0.220
C: 1.006976 -0.009698 0.067944  0.310
S: 2.654078 -0.086735 -0.076615  -0.306
N: 0.254324 1.150921 0.122663  0.177
N: -1.122789 1.233204 -0.037256  -0.564
H: -3.171906 -0.969628 0.019712  0.365
H: 0.802585 2.017033 0.147393  0.245

Forces on the atoms, in the same order (eV/Å):
-0.7 1.0 0.0
0.9 -1.2 -0.4
-0.6 0.8 0.3
1.5 -0.2 0.0
-0.9 0.8 -0.3
-1.1 0.1 0.3
0.8 -1.0 -0.3
1.3 0.7 0.6
-0.3 -0.7 0.0
-0.8 -0.3 -0.1

Its energy above the lowest of the compared OMol25 structures with the same formula, charge and spin is 24.0 kcal per mole. Its total energy is -20946.9120 eV. As for the total charge: 0. The calculation puts the HOMO energy at -9.0149 eV. As for the SMILES: Oc1nnc(=S)[nH]n1.

***

# 4
ORCA calculation (the ωB97M-V functional and the def2-TZVPD basis) on an isolated molecule of C5H10O at a distorted geometry.

Each line ends with the Mulliken charge.
CARTESIAN COORDINATES (ANGSTROEM)
C: -1.826640 -0.443093 0.382893  -1.528
C: -1.039345 0.427543 -0.566263  0.283
C: -0.018184 1.376612 0.036540  -0.534
C: 0.407402 0.185573 -0.762779  -0.151
C: 2.342041 -0.367004 0.127721  -0.751
O: 0.956715 -1.093768 -0.266006  -0.316
H: -2.050196 -1.422272 -0.055684  0.310
H: -1.291158 -0.602967 1.329843  0.368
H: -2.771363 0.043153 0.639679  0.367
H: -1.562712 0.739792 -1.462169  0.377
H: 0.126920 2.372718 -0.390352  0.244
H: 0.091690 1.363261 1.117676  0.184
H: 0.887974 0.377285 -1.714841  0.329
H: 3.075180 -1.134313 -0.107187  0.201
H: 2.187921 -0.292036 1.213093  0.182
H: 0.483760 -1.530490 0.477842  0.436

Forces on the atoms, in the same order (eV/Å):
-0.1 -0.1 0.0
-0.4 0.1 -0.2
0.0 -0.2 0.2
-1.0 -0.5 -0.4
1.2 -0.1 0.5
0.0 1.4 -0.1
0.0 0.1 0.0
-0.1 0.0 -0.2
0.1 -0.1 0.0
-0.2 0.1 0.1
0.2 -0.5 0.0
-0.1 -0.1 -0.2
-0.2 -0.2 0.3
0.1 -0.5 0.3
0.3 -0.1 0.0
0.2 0.7 -0.6

Its energy above the lowest of the compared OMol25 structures with the same formula, charge and spin is 136.2 kcal per mole. Its total energy is -7388.8598 eV. As for the total charge: 0. The calculation puts the HOMO energy at -6.7769 eV.